C26H37BeN6O2P2S2 as an isolated structure. Source: the Open Molecules 2025 dataset; level of theory: ωB97M-V/def2-TZVPD.

```
76
Properties=species:S:1:pos:R:3:lowdin_charge:R:1
Be -1.12727 -0.27229 1.93148 0.072
N 0.52610 1.55499 4.32258 0.124
C -0.10201 0.40255 4.58169 -0.636
N -0.72793 -0.32793 3.67415 0.072
C -1.28513 -1.46170 4.25807 -0.316
C -1.04972 -1.62328 5.57127 -0.312
S -0.12495 -0.29334 6.16524 1.115
C -2.06530 -2.26332 3.33270 -0.318
C -2.85432 -3.32914 3.54930 -0.310
S -3.60944 -3.80799 2.07197 1.113
C -2.80834 -2.51804 1.24503 -0.644
N -2.01834 -1.79791 2.02057 0.057
N -2.95586 -2.32115 -0.06331 0.131
H 0.17733 2.07130 3.50532 0.067
H 0.85426 2.09860 5.10334 0.117
H -1.36327 -2.42321 6.21831 0.088
H -3.05677 -3.84091 4.47332 0.088
H -3.66395 -2.81963 -0.57311 0.112
H -2.52049 -1.49654 -0.49365 0.022
C -1.14755 -1.11450 -3.61702 -0.261
P -1.10622 -0.14243 -2.06460 1.030
C 0.68433 0.27522 -2.03155 -0.406
N 1.22377 0.60973 -3.17769 0.138
C 2.52182 0.98640 -3.20925 -0.197
C 3.12220 1.35761 -4.43555 -0.003
C 4.42544 1.75595 -4.44813 -0.055
C 5.18408 1.79969 -3.25092 -0.056
C 4.62848 1.44300 -2.05845 -0.003
C 3.27698 1.02485 -2.02080 -0.198
N 2.71884 0.64244 -0.84968 0.118
C 1.46571 0.26433 -0.83237 -0.355
P 0.94010 -0.35217 0.84857 1.099
C 2.08517 0.61355 1.87932 -0.237
C 1.63914 -2.08589 0.84527 -0.697
C 3.13980 -2.13377 0.56112 -0.079
C 0.88443 -2.87686 -0.22830 -0.085
C 1.38174 -2.70572 2.22144 -0.081
C -1.86784 1.50390 -2.53073 -0.719
C -1.26523 2.57903 -1.61838 -0.084
C -1.65427 1.89436 -3.99186 -0.094
C -3.36617 1.34963 -2.25123 -0.109
H -0.60270 -0.62048 -4.41866 0.034
H -2.18552 -1.26494 -3.91855 0.042
H -0.70184 -2.09358 -3.43339 0.036
H 2.52246 1.31876 -5.33455 0.118
H 4.89320 2.04593 -5.37910 0.111
H 6.21653 2.11890 -3.29220 0.111
H 5.18934 1.46539 -1.13417 0.118
H 3.08900 0.57036 1.46443 0.039
H 2.07503 0.23389 2.89949 0.034
H 1.74483 1.64869 1.89294 0.046
H 3.40497 -1.66627 -0.38504 0.072
H 3.44733 -3.18087 0.51654 0.094
H 3.71616 -1.65362 1.35223 0.083
H 1.07898 -2.48036 -1.22751 0.074
H -0.19405 -2.86737 -0.06025 0.057
H 1.21809 -3.91661 -0.21624 0.096
H 1.87762 -2.14980 3.01926 0.084
H 1.78361 -3.72132 2.23017 0.098
H 0.31940 -2.77451 2.44916 0.055
H -0.27540 2.87678 -1.96642 0.085
H -1.17159 2.24417 -0.58123 0.054
H -1.89854 3.46918 -1.62587 0.091
H -0.59950 1.87427 -4.26501 0.064
H -2.02385 2.91153 -4.14479 0.092
H -2.20285 1.24056 -4.67057 0.078
H -3.55069 1.06443 -1.21545 0.064
H -3.81275 0.59250 -2.90093 0.076
H -3.88003 2.29340 -2.45016 0.091
C -3.19837 2.97604 1.69207 0.024
C -1.95934 2.13457 1.83085 -0.621
O -0.90095 2.62677 2.21562 0.012
O -2.08113 0.88426 1.50583 -0.077
H -3.18420 3.77623 2.42740 0.090
H -4.09678 2.37214 1.78943 0.087
H -3.19580 3.43149 0.70115 0.082
```

Summary:
total charge = +1
max |F| = 0.495 eV/A
DFT total energy = -2985.85892 Eh
LUMO = -2.783 eV